#P
{
  "formula": "H14O7",
  "method": "wB97M-V/def2-TZVPD",
  "homo_lumo_gap_ev": 8.361,
  "species": ["O", "H", "H", "O", "H", "H", "O", "H", "H", "O", "H", "H", "O", "H", "H", "O", "H", "H", "O", "H", "H"],
  "xyz": [[-1.89749, 0.19412, -0.87889], [-1.67709, 1.12429, -0.92825], [-1.11106, -0.22035, -0.52394], [1.85138, -0.76285, -0.80715], [1.93960, -0.56145, 0.12445], [2.51356, -0.21918, -1.23397], [0.30986, 1.29393, 1.23948], [0.52371, 1.94788, 0.57402], [0.90349, 1.48695, 1.96513], [0.98619, -0.62011, -2.76243], [0.06817, -0.82836, -2.93592], [1.08014, -0.72040, -1.81514], [-1.18761, -2.30346, 0.42320], [-1.00937, -1.63679, -0.24012], [-0.32479, -2.64469, 0.65843], [-0.19068, -0.25255, 0.00905], [0.71275, -0.38256, -0.27929], [-0.11448, 0.26248, 0.81226], [-1.22839, 1.48032, 2.55181], [-1.71888, 2.07582, 1.98521], [-0.42903, 1.28698, 2.06206]]
}

#Q
{
  "formula": "H14O7",
  "method": "wB97M-V/def2-TZVPD",
  "smiles": "O.O.O.O.O.O.O",
  "homo_lumo_gap_ev": 10.831,
  "species": ["O", "H", "H", "O", "H", "H", "O", "H", "H", "O", "H", "H", "O", "H", "H", "O", "H", "H", "O", "H", "H"],
  "xyz": [[1.56000, -0.97838, 1.33300], [2.02600, -1.83138, 1.16500], [2.05000, -0.30138, 0.80400], [-2.71400, -0.32038, -2.29100], [-2.36000, 0.53362, -2.28100], [-3.36700, -0.31138, -3.04900], [1.18500, 0.87062, -1.78500], [1.15700, 1.79362, -2.03800], [0.43400, 0.85062, -1.17300], [-0.76200, 0.21062, 0.18800], [-1.35000, -0.45238, -0.20100], [-0.03200, -0.23338, 0.62500], [2.33000, 0.37462, 3.40500], [2.04700, -0.13138, 2.60200], [3.07400, -0.10538, 3.78000], [-0.50400, -2.36438, -1.31400], [-0.49400, -3.20538, -0.89200], [-1.16700, -2.48738, -1.94800], [-1.10500, 2.92262, 1.31200], [-1.53200, 2.08662, 1.14500], [-0.47600, 3.07962, 0.61300]]
}

Of the structures shown above, #P is the least stable.